# 1
Formula: C43H41BBr2FN5O5Tc
Source: OMol25
Level of theory: ωB97M-V/def2-TZVPD

Calculated values
Total charge   +3
Max |F|   0.0968 Eh/bohr
Orbital gap   6.6 eV
Highest occupied orbital energy   -14.457 eV
E   -7666.01408 Eh
Energy above the lowest of the compared OMol25 structures with the same formula, charge and spin   29.80 kcal per mole

Positions of all 99 atoms, in Å:
Tc1 0.94 3.50 -0.21
Br1 2.19 10.02 -0.75
C1 1.86 8.20 -0.52
C2 2.91 7.31 -0.28
C3 2.62 5.97 -0.12
N1 1.37 5.50 -0.19
C4 0.34 6.35 -0.42
C5 0.56 7.71 -0.59
C6 -0.98 5.71 -0.48
C7 -2.16 6.42 -0.60
C8 -3.37 5.73 -0.63
Br2 -4.99 6.66 -0.78
C9 -3.35 4.35 -0.55
C10 -2.13 3.72 -0.42
N2 -0.96 4.36 -0.38
H1 3.93 7.66 -0.23
H2 3.40 5.25 0.06
H3 -0.25 8.39 -0.77
H4 -2.16 7.50 -0.66
H5 -4.27 3.78 -0.57
H6 -2.09 2.64 -0.32
C11 6.17 -2.41 -2.22
C12 5.64 -2.20 -0.81
N3 4.36 -1.46 -0.79
C13 4.42 -0.14 -0.75
C14 3.33 0.70 -0.74
C15 3.71 2.19 -0.82
O1 4.89 2.45 -0.81
O2 2.75 3.03 -0.94
C16 2.05 0.14 -0.73
O3 0.99 0.95 -0.66
C17 1.95 -1.29 -0.81
C18 0.73 -1.99 -0.84
C19 0.69 -3.35 -0.98
F1 -0.52 -3.93 -0.92
C20 1.84 -4.14 -1.13
C21 3.05 -3.47 -1.06
C22 3.13 -2.08 -0.88
N4 1.81 -5.52 -1.36
C23 2.56 -6.41 -0.48
C24 2.97 -7.68 -1.20
N5 1.75 -8.34 -1.78
C25 1.05 -7.40 -2.70
C26 0.63 -6.16 -1.93
H7 7.12 -2.94 -2.17
H8 6.35 -1.44 -2.70
H9 5.48 -2.98 -2.84
H10 6.35 -1.63 -0.22
H11 5.50 -3.15 -0.30
H12 5.40 0.33 -0.71
H13 -0.22 -1.50 -0.72
H14 3.95 -4.04 -1.19
H15 1.94 -6.68 0.40
H16 3.45 -5.92 -0.11
H17 3.46 -8.37 -0.51
H18 3.64 -7.47 -2.03
H19 1.11 -8.60 -1.02
H20 2.00 -9.21 -2.26
H21 0.18 -7.89 -3.13
H22 1.74 -7.14 -3.50
H23 -0.10 -6.43 -1.16
H24 0.15 -5.48 -2.63
C27 -6.38 0.34 1.79
C28 -5.87 -0.90 1.02
C29 -7.00 -1.43 0.14
C30 -5.48 -2.00 2.02
C31 -4.65 -0.48 0.21
C32 -4.69 -0.36 -1.19
C33 -3.59 0.02 -1.95
C34 -2.42 0.27 -1.27
O4 -1.15 0.58 -1.75
B1 -0.38 0.64 -0.63
O5 -1.06 0.43 0.53
C35 -2.37 0.17 0.11
C36 -3.45 -0.20 0.87
H25 -7.26 0.08 2.38
H26 -6.66 1.13 1.09
H27 -5.62 0.73 2.46
H28 -7.82 -1.77 0.77
H29 -6.67 -2.28 -0.47
H30 -7.40 -0.65 -0.52
H31 -6.38 -2.40 2.50
H32 -4.83 -1.63 2.81
H33 -4.98 -2.82 1.51
H34 -5.61 -0.57 -1.71
H35 -3.65 0.10 -3.03
H36 -3.36 -0.27 1.95
C37 0.75 3.28 1.58
C38 0.70 3.12 2.97
C39 -0.44 2.55 3.58
C40 -0.47 2.40 4.95
C41 0.61 2.80 5.73
C42 1.74 3.37 5.13
C43 1.79 3.52 3.76
H37 -1.27 2.25 2.96
H38 -1.34 1.96 5.43
H39 0.58 2.69 6.80
H40 2.57 3.68 5.74
H41 2.65 3.96 3.28


# 2
Formula: C22H28BFeN7
Source: OMol25
Level of theory: ωB97M-V/def2-TZVPD

Calculated values
Max |F|   0.0265 Eh/bohr
Orbital gap (spin up / spin down)   6.6 / 6.7 eV
⟨S²⟩   6.017
Highest occupied orbital energy (spin up / spin down)   -5.981 / -6.194 eV
2S+1   5
E   -2527.01737 Eh
Energy above the lowest of the compared OMol25 structures with the same formula, charge and spin   0.00 kcal per mole

Positions of all 59 atoms, in Å:
Fe1 -0.53 0.07 0.25
C1 2.61 -1.45 -1.11
C2 2.11 -0.21 -1.77
C3 2.69 0.46 -2.86
C4 1.82 1.50 -3.14
C5 1.92 2.54 -4.21
N1 0.80 1.43 -2.26
N2 0.98 0.39 -1.43
B1 -0.43 2.37 -2.09
N3 -0.32 3.02 -0.69
N4 0.01 2.28 0.40
C6 0.32 3.12 1.38
C7 0.81 2.63 2.70
C8 0.18 4.44 0.92
C9 -0.23 4.33 -0.40
C10 -0.55 5.41 -1.37
N5 -1.71 1.52 -2.22
N6 -1.82 0.35 -1.55
C11 -2.84 -0.32 -2.06
C12 -3.18 -1.69 -1.56
C13 -3.42 0.44 -3.09
C14 -2.67 1.60 -3.16
C15 -2.85 2.78 -4.05
H1 3.69 -1.42 -1.07
H2 2.32 -2.31 -1.73
H3 2.80 -2.11 0.87
H4 3.60 0.22 -3.38
H5 2.81 2.35 -4.81
H6 1.99 3.54 -3.79
H7 1.05 2.51 -4.87
H8 -0.40 3.21 -2.93
H9 1.16 1.61 2.59
H10 0.03 2.64 3.46
H11 1.63 3.26 3.05
H12 0.35 5.35 1.47
H13 -0.61 6.37 -0.86
H14 -1.50 5.22 -1.87
H15 0.22 5.48 -2.15
H16 -2.29 -2.14 -1.12
H17 -3.54 -2.31 -2.38
H18 -3.95 -1.65 -0.79
H19 -4.27 0.18 -3.71
H20 -3.81 2.71 -4.56
H21 -2.06 2.84 -4.81
H22 -2.82 3.71 -3.48
C16 -1.85 -2.29 1.77
C17 -1.95 -0.88 2.02
C18 -0.89 -0.29 2.77
C19 0.32 -0.91 2.88
C20 0.59 -2.12 2.01
C21 -0.67 -2.94 1.87
H23 -2.75 -2.86 1.56
H24 -2.93 -0.41 2.02
H25 -1.08 0.61 3.35
H26 1.11 -0.54 3.52
H27 1.42 -2.71 2.40
H28 -0.58 -4.01 1.72
N7 2.11 -1.70 0.25
C22 0.87 -1.56 0.63


# 3
Formula: C4H7N3O
Source: OMol25
Level of theory: ωB97M-V/def2-TZVPD

Calculated values
Max |F|   0.0521 Eh/bohr
Orbital gap   9.2 eV
SMILES   C=C/C(=N\N)C(N)=O
Highest occupied orbital energy   -8.701 eV
E   -396.07920 Eh
Energy above the lowest of the compared OMol25 structures with the same formula, charge and spin   43.43 kcal per mole

Positions of all 15 atoms, in Å:
C1 1.91 -1.37 -0.30
C2 0.67 -1.20 0.18
C3 -0.21 -0.03 0.05
N1 0.10 1.20 -0.04
N2 1.35 1.54 0.00
C4 -1.72 -0.32 -0.03
N3 -2.48 0.82 -0.23
O1 -2.13 -1.44 -0.02
H1 2.33 -2.37 -0.11
H2 2.36 -0.71 -1.00
H3 0.13 -1.98 0.76
H4 1.85 1.06 0.75
H5 1.47 2.52 -0.05
H6 -2.13 1.67 0.21
H7 -3.50 0.61 -0.18


# 4
Formula: C19H25N5O4
Source: OMol25
Level of theory: ωB97M-V/def2-TZVPD

Calculated values
Max |F|   0.0280 Eh/bohr
Orbital gap   8.2 eV
SMILES   COCCCNc1nc2c(c(=O)n(Cc3ccc(OC)cc3)c(=O)n2C)n1C
Highest occupied orbital energy   -7.689 eV
E   -1313.80196 Eh
Energy above the lowest of the compared OMol25 structures with the same formula, charge and spin   26.36 kcal per mole

Positions of all 53 atoms, in Å:
C1 6.16 3.15 -4.66
O1 6.59 3.10 -3.32
C2 5.56 3.04 -2.37
C3 4.84 1.68 -2.32
C4 3.90 1.60 -1.13
N1 3.21 0.33 -1.11
C5 1.87 0.25 -0.93
N2 1.06 1.30 -0.91
C6 -0.18 0.77 -0.75
C7 -0.13 -0.61 -0.67
C8 -1.28 -1.42 -0.51
O2 -1.33 -2.64 -0.45
N3 -2.44 -0.63 -0.42
C9 -3.70 -1.36 -0.20
C10 -3.93 -1.57 1.27
C11 -3.52 -2.74 1.89
C12 -3.70 -2.94 3.25
C13 -4.30 -1.94 4.01
O3 -4.54 -2.02 5.36
C14 -4.16 -3.20 6.03
C15 -4.71 -0.76 3.40
C16 -4.52 -0.58 2.04
C17 -2.53 0.75 -0.49
O4 -3.60 1.32 -0.42
N4 -1.35 1.45 -0.67
C18 -1.37 2.89 -0.76
N5 1.22 -0.93 -0.79
C19 1.77 -2.26 -0.78
H1 7.05 3.35 -5.26
H2 5.72 2.20 -4.99
H3 5.44 3.96 -4.81
H4 4.82 3.83 -2.56
H5 6.05 3.23 -1.41
H6 4.27 1.53 -3.24
H7 5.60 0.89 -2.26
H8 3.13 2.37 -1.19
H9 4.46 1.74 -0.20
H10 3.75 -0.50 -0.95
H11 -4.50 -0.76 -0.64
H12 -3.60 -2.31 -0.72
H13 -3.04 -3.51 1.30
H14 -3.37 -3.86 3.69
H15 -4.69 -4.08 5.64
H16 -4.45 -3.05 7.07
H17 -3.08 -3.37 5.98
H18 -5.17 0.00 4.00
H19 -4.84 0.34 1.57
H20 -0.95 3.20 -1.71
H21 -2.41 3.21 -0.68
H22 -0.78 3.31 0.05
H23 0.94 -2.95 -0.66
H24 2.30 -2.47 -1.71
H25 2.46 -2.38 0.06


# 5
Formula: C4H11N2O
Source: OMol25
Level of theory: ωB97M-V/def2-TZVPD

Calculated values
Total charge   -1
Max |F|   0.0655 Eh/bohr
Orbital gap   7.2 eV
Highest occupied orbital energy   -3.096 eV
E   -343.57237 Eh
Energy above the lowest of the compared OMol25 structures with the same formula, charge and spin   124.75 kcal per mole

Positions of all 18 atoms, in Å:
C1 0.82 -1.07 -0.75
N1 -0.43 -1.18 0.01
C2 0.08 0.04 -1.97
C3 -0.03 1.45 -1.45
N2 1.29 -0.40 -2.29
C4 -0.36 0.36 2.61
O1 -1.38 -0.53 2.36
H1 1.19 -2.05 -1.02
H2 1.53 -0.63 -0.05
H3 -0.72 -1.02 1.04
H4 -1.02 -1.85 -0.45
H5 -0.85 -0.41 -2.34
H6 -0.74 1.46 -0.60
H7 -0.32 2.29 -2.08
H8 0.93 1.61 -0.97
H9 -0.48 1.12 3.41
H10 -0.09 1.03 1.75
H11 0.58 -0.22 2.79


# 6
Formula: C23H44CuNO5P2
Source: OMol25
Level of theory: ωB97M-V/def2-TZVPD

Calculated values
Total charge   -1
Max |F|   0.0125 Eh/bohr
Orbital gap (spin up / spin down)   7.6 / 7.5 eV
⟨S²⟩   0.753
Highest occupied orbital energy (spin up / spin down)   -4.959 / -4.867 eV
2S+1   2
E   -3657.03238 Eh
Energy above the lowest of the compared OMol25 structures with the same formula, charge and spin   11.49 kcal per mole

Positions of all 76 atoms, in Å:
Cu1 0.17 -0.32 -0.05
O1 0.16 3.70 0.38
C1 0.29 2.49 0.58
O2 -0.06 1.58 -0.25
C2 0.77 2.07 1.99
C3 -0.37 1.34 2.72
C4 -0.04 1.23 4.22
C5 0.96 0.05 4.23
C6 1.13 -0.19 2.72
O3 -0.22 -0.01 2.26
C7 1.90 1.00 2.11
C8 2.67 0.65 0.81
O4 3.80 1.11 0.69
O5 2.10 -0.13 -0.04
H1 1.05 3.00 2.48
H2 -1.37 1.71 2.49
H3 0.39 2.15 4.60
H4 -0.94 1.00 4.80
H5 1.90 0.27 4.73
H6 0.52 -0.84 4.70
H7 1.50 -1.17 2.43
H8 2.67 1.35 2.79
C9 -3.57 -0.51 -1.39
P1 -2.65 0.24 0.03
C10 -3.34 1.94 -0.07
C11 -3.70 -0.43 1.40
H9 -4.65 -0.37 -1.30
H10 -3.33 -1.57 -1.45
H11 -3.22 -0.03 -2.31
H12 -4.43 1.93 -0.14
H13 -2.92 2.43 -0.96
H14 -3.04 2.52 0.80
H15 -4.77 -0.29 1.21
H16 -3.43 0.08 2.33
H17 -3.48 -1.49 1.52
C12 1.96 -5.79 0.29
C13 1.66 -4.32 0.59
C14 2.77 -3.42 0.03
C15 1.65 -4.14 2.12
P2 -0.01 -3.64 -0.07
N1 -0.23 -2.13 -0.09
C16 -1.39 -4.45 1.03
C17 -1.26 -5.94 1.32
C18 -2.71 -4.20 0.28
C19 -1.46 -3.64 2.33
C20 -0.19 -4.37 -1.86
C21 -1.31 -3.58 -2.56
C22 -0.46 -5.87 -2.00
C23 1.11 -4.00 -2.58
H18 2.88 -6.06 0.83
H19 2.14 -5.97 -0.76
H20 1.17 -6.45 0.64
H21 3.63 -3.43 0.71
H22 2.44 -2.38 -0.06
H23 3.12 -3.75 -0.95
H24 2.67 -4.26 2.50
H25 1.02 -4.88 2.62
H26 1.30 -3.15 2.39
H27 -1.19 -6.53 0.40
H28 -2.15 -6.28 1.86
H29 -0.39 -6.17 1.94
H30 -2.82 -4.86 -0.58
H31 -2.75 -3.16 -0.05
H32 -3.55 -4.39 0.95
H33 -0.78 -4.02 3.09
H34 -2.48 -3.70 2.75
H35 -1.24 -2.59 2.13
H36 -2.30 -3.94 -2.32
H37 -1.19 -3.66 -3.65
H38 -1.23 -2.53 -2.28
H39 -1.44 -6.14 -1.62
H40 0.29 -6.47 -1.48
H41 -0.43 -6.14 -3.06
H42 1.37 -2.96 -2.37
H43 0.97 -4.10 -3.66
H44 1.94 -4.64 -2.31


# 7
Formula: C4H10NO2
Source: OMol25
Level of theory: ωB97M-V/def2-TZVPD

Calculated values
Total charge   -1
Max |F|   0.0601 Eh/bohr
Orbital gap   6.7 eV
Highest occupied orbital energy   -2.470 eV
E   -363.59214 Eh
Energy above the lowest of the compared OMol25 structures with the same formula, charge and spin   83.01 kcal per mole

Positions of all 17 atoms, in Å:
C1 0.77 0.02 -0.46
C2 0.46 1.57 -0.35
C3 -0.44 1.69 0.88
O1 -1.59 0.83 0.91
N1 -0.29 -0.74 -0.98
C4 -0.30 -2.10 -0.75
O2 0.09 -2.44 0.75
H1 1.79 -0.02 -1.01
H2 1.16 -0.14 0.57
H3 1.41 2.06 -0.09
H4 0.13 1.98 -1.32
H5 0.14 1.26 1.73
H6 -0.65 2.71 1.24
H7 -1.43 0.23 0.11
H8 0.32 -2.76 -1.39
H9 -1.28 -2.53 -0.94
H10 -0.28 -1.62 1.10


# 8
Formula: C24H36N4O
Source: OMol25
Level of theory: ωB97M-V/def2-TZVPD

Calculated values
Max |F|   0.0178 Eh/bohr
Orbital gap   8.9 eV
SMILES   Cc1ccc(CN2CCN(Cc3cn[nH]c3C3CCCCC3)C[C@@H]2CCO)cc1
Highest occupied orbital energy   -8.190 eV
E   -1230.38552 Eh
Energy above the lowest of the compared OMol25 structures with the same formula, charge and spin   0.00 kcal per mole

Positions of all 65 atoms, in Å:
C1 0.79 -2.02 5.76
C2 1.15 -2.30 4.34
C3 2.06 -1.48 3.67
C4 2.41 -1.74 2.36
C5 1.87 -2.82 1.67
C6 2.19 -3.07 0.21
N1 1.57 -2.18 -0.75
C7 2.11 -0.85 -0.87
C8 1.70 -0.28 -2.23
N2 0.25 -0.30 -2.36
C9 -0.18 0.33 -3.60
C10 0.12 1.79 -3.60
C11 0.87 2.52 -4.53
N3 0.93 3.80 -4.21
N4 0.24 3.91 -3.07
C12 -0.28 2.73 -2.66
C13 -1.07 2.57 -1.41
C14 -2.28 3.51 -1.38
C15 -3.09 3.29 -0.10
C16 -2.22 3.53 1.13
C17 -1.01 2.60 1.11
C18 -0.20 2.80 -0.17
C19 -0.23 -1.66 -2.24
C20 0.13 -2.19 -0.85
C21 -0.62 -1.36 0.22
C22 -2.02 -1.91 0.50
O1 -2.01 -3.23 0.98
C23 0.98 -3.65 2.35
C24 0.63 -3.39 3.66
H1 0.69 -0.95 5.94
H2 -0.15 -2.51 6.03
H3 1.57 -2.40 6.43
H4 2.49 -0.63 4.18
H5 3.12 -1.09 1.86
H6 3.27 -2.99 0.07
H7 1.88 -4.09 -0.05
H8 3.20 -0.90 -0.83
H9 1.77 -0.17 -0.08
H10 2.04 0.75 -2.32
H11 2.17 -0.88 -3.03
H12 -1.26 0.18 -3.68
H13 0.29 -0.14 -4.49
H14 1.35 2.17 -5.42
H15 0.14 4.81 -2.63
H16 -1.43 1.53 -1.39
H17 -2.91 3.33 -2.25
H18 -1.95 4.55 -1.42
H19 -3.95 3.96 -0.09
H20 -3.47 2.26 -0.08
H21 -2.80 3.36 2.04
H22 -1.88 4.57 1.14
H23 -0.37 2.80 1.98
H24 -1.34 1.57 1.16
H25 0.65 2.11 -0.20
H26 0.20 3.82 -0.19
H27 -1.31 -1.66 -2.37
H28 0.22 -2.32 -3.00
H29 -0.20 -3.24 -0.77
H30 -0.05 -1.37 1.16
H31 -0.69 -0.33 -0.12
H32 -2.53 -1.25 1.22
H33 -2.61 -1.93 -0.42
H34 -1.42 -3.27 1.74
H35 0.57 -4.51 1.84
H36 -0.06 -4.05 4.17


# 9
Formula: C40H27BrCl3F4N5NaO4PS
Source: OMol25
Level of theory: ωB97M-V/def2-TZVPD

Calculated values
Total charge   -2
Max |F|   0.0336 Eh/bohr
Orbital gap   3.6 eV
Highest occupied orbital energy   0.031 eV
E   -7370.88769 Eh
Energy above the lowest of the compared OMol25 structures with the same formula, charge and spin   37.87 kcal per mole

Positions of all 87 atoms, in Å:
Na1 -0.35 0.26 -0.11
N1 -3.34 2.40 -2.40
C1 -3.63 2.95 -1.17
C2 -4.65 3.78 -0.73
C3 -4.65 4.05 0.66
C4 -3.70 3.59 1.52
C5 -2.48 2.84 1.10
C6 -2.63 2.45 -0.32
N2 -1.82 1.63 -0.98
C7 -2.22 1.59 -2.24
C8 -1.52 0.93 -3.27
C9 -1.84 0.88 -4.62
S1 -0.65 0.00 -5.50
C10 0.19 -0.25 -3.99
N3 -0.36 0.27 -2.97
H1 -3.92 2.46 -3.22
H2 -5.42 4.16 -1.38
H3 -5.49 4.61 1.06
H4 -3.79 3.81 2.58
H5 -2.31 1.94 1.71
H6 -2.68 1.31 -5.13
H7 1.11 -0.80 -3.97
F1 4.01 -6.48 -1.62
C11 3.40 -5.49 -0.93
C12 3.80 -5.18 0.38
F2 4.80 -5.89 0.96
C13 3.17 -4.16 1.07
F3 3.57 -3.99 2.35
C14 2.16 -3.36 0.52
P1 1.38 -1.83 1.36
C15 2.97 -1.05 1.88
C16 3.34 -0.01 1.02
C17 4.49 0.71 1.23
C18 5.31 0.42 2.31
C19 4.94 -0.59 3.18
C20 3.79 -1.32 2.98
C21 0.75 -2.78 2.79
C22 0.98 -2.46 4.12
C23 0.33 -3.14 5.13
C24 -0.57 -4.15 4.82
C25 -0.81 -4.48 3.50
C26 -0.16 -3.80 2.49
C27 1.76 -3.72 -0.79
Br1 0.33 -2.83 -1.66
C28 2.36 -4.75 -1.48
F4 1.96 -5.07 -2.73
H8 2.67 0.25 0.21
H9 4.75 1.51 0.55
H10 6.21 0.99 2.48
H11 5.56 -0.81 4.05
H12 3.55 -2.11 3.68
H13 1.64 -1.64 4.37
H14 0.51 -2.87 6.16
H15 -1.09 -4.67 5.61
H16 -1.54 -5.24 3.25
H17 -0.39 -4.04 1.46
N4 0.38 0.12 2.57
C29 0.51 0.47 3.90
C30 1.63 1.18 4.33
C31 1.82 1.44 5.68
C32 0.90 1.00 6.61
C33 -0.24 0.33 6.19
C34 -0.44 0.07 4.85
H18 -0.58 -0.16 2.38
H19 0.61 0.92 1.93
H20 2.36 1.51 3.60
H21 2.69 1.99 5.99
H22 1.06 1.19 7.67
H23 -0.98 0.00 6.91
H24 -1.31 -0.47 4.51
Cl1 1.02 3.02 -2.07
C35 0.10 3.83 -0.87
C36 -0.24 5.12 -1.04
C37 -0.95 5.80 0.00
C38 -1.34 5.15 1.11
C39 -1.14 3.70 1.30
Cl2 -0.66 3.47 3.01
C40 -0.06 3.07 0.39
N5 0.62 2.07 0.65
H25 0.03 5.66 -1.93
H26 -1.13 6.86 -0.11
H27 -1.83 5.67 1.92
O1 -2.42 -0.51 2.09
Cl3 -2.58 -1.37 0.96
O2 -3.61 -0.89 0.12
O3 -2.89 -2.69 1.41
O4 -1.34 -1.41 0.25


- Which formula does entry 7 have?
  C4H10NO2


- max |F| of number 6 (C23H44CuNO5P2)?
  0.0125 Eh/bohr